Molecular formula: C32H38AsCoN7O2
Method: DFT, ωB97M-V/def2-TZVPD

Output
Total charge: +1
HOMO energy, eV: -9.95
Molecular weight, g mol⁻¹: 686.558
Spin multiplicity: 1
LUMO energy, eV: -2.801
Energy above the lowest of the compared OMol25 structures with the same formula, charge and spin, kcal/mol: 0.0

Atoms and positions in Å:
Co 0.22 -0.20 0.02
O -1.97 1.87 -2.53
C -1.28 1.06 -1.94
N -1.25 0.76 -0.64
C -2.07 1.33 0.35
C -3.28 1.98 0.13
C -4.00 2.43 1.24
C -3.52 2.25 2.52
C -2.30 1.60 2.75
C -1.58 1.14 1.65
N -0.38 0.42 1.68
C 0.42 0.29 2.75
O 0.32 0.79 3.86
C 1.54 -0.67 2.43
C 2.42 -1.09 3.41
C 3.36 -2.06 3.09
C 3.36 -2.59 1.80
C 2.46 -2.10 0.88
N 1.57 -1.14 1.17
C -0.30 0.18 -2.68
C -0.25 0.19 -4.06
C 0.61 -0.69 -4.70
C 1.38 -1.56 -3.92
C 1.27 -1.49 -2.55
N 0.46 -0.62 -1.93
H -3.64 2.13 -0.87
H -4.94 2.94 1.08
H -4.08 2.61 3.37
H -1.91 1.47 3.75
H 2.34 -0.65 4.39
H 4.06 -2.41 3.83
H 4.05 -3.37 1.51
H 2.43 -2.50 -0.12
H -0.89 0.87 -4.60
H 0.68 -0.72 -5.78
H 2.04 -2.28 -4.37
H 1.84 -2.16 -1.92
C -0.53 -3.84 -0.17
As -1.18 -2.06 0.25
C -1.80 -2.32 2.07
C -2.80 -1.95 -0.85
C -3.87 -2.91 -0.42
C -3.97 -4.17 -1.01
C -4.96 -5.06 -0.60
C -5.85 -4.70 0.40
C -5.75 -3.44 0.99
C -4.77 -2.56 0.58
H -1.37 -4.52 -0.04
H 0.27 -4.11 0.51
H -0.17 -3.89 -1.20
H -2.53 -3.13 2.09
H -2.24 -1.40 2.44
H -0.94 -2.59 2.68
H -2.47 -2.13 -1.87
H -3.15 -0.92 -0.78
H -3.29 -4.45 -1.80
H -5.03 -6.03 -1.07
H -6.62 -5.39 0.72
H -6.45 -3.15 1.76
H -4.71 -1.57 1.02
C 3.63 1.86 -2.76
N 3.18 1.63 -1.40
C 3.88 0.60 -0.67
C 2.02 2.17 -0.93
N 1.21 1.53 -0.13
N 1.76 3.45 -1.33
C 2.81 4.46 -1.33
C 0.42 4.00 -1.18
H 3.76 0.90 -3.27
H 4.59 2.39 -2.78
H 2.90 2.45 -3.31
H 4.95 0.73 -0.84
H 3.61 -0.40 -0.99
H 3.68 0.71 0.39
H 0.58 2.19 0.32
H 3.79 4.00 -1.24
H 2.67 5.14 -0.49
H 2.78 5.03 -2.26
H 0.27 4.45 -0.19
H -0.34 3.24 -1.34
H 0.28 4.77 -1.93

***

Molecular formula: C34H65F3N5O5
Method: DFT, ωB97M-V/def2-TZVPD

Output
Total charge: 0
HOMO energy (spin up / spin down), eV: -8.94 / -9.30
Molecular weight, g mol⁻¹: 680.918
Expectation value of S²: 3.76
Spin multiplicity: 4
LUMO energy (spin up / spin down), eV: 0.177 / -0.438

Atoms and positions in Å:
N 3.16 1.21 1.53
C 3.08 -0.27 1.13
C 4.24 -0.56 -0.02
O 5.63 -0.42 0.49
C 6.14 -1.75 0.95
O 7.15 -2.28 0.25
N 5.43 -2.37 2.12
C 6.21 -3.49 2.77
C 5.65 -5.00 2.48
C 4.05 -5.24 2.76
F 3.40 -6.36 1.98
C 3.17 -4.47 3.68
F 3.50 -3.21 4.38
F 1.77 -4.99 3.89
H 2.47 1.43 2.30
H 4.14 1.31 1.91
H 2.00 -0.57 0.72
H 3.23 -0.88 2.12
H 4.10 -1.63 -0.48
H 4.02 0.22 -0.89
H 4.47 -2.65 1.81
H 7.36 -3.50 2.54
H 6.12 -3.33 3.95
H 6.23 -5.73 3.22
H 5.91 -5.38 1.40
C 3.53 3.39 -6.04
C 2.76 2.58 -4.96
C 1.24 2.64 -5.28
C 0.62 4.00 -4.98
C 0.92 4.45 -3.55
C 2.42 4.37 -3.18
N 3.07 3.08 -3.58
O 2.65 2.10 -2.67
C 3.19 5.55 -3.83
C 2.56 4.66 -1.65
C 3.27 1.12 -5.17
H 3.71 2.79 -6.94
H 2.99 4.27 -6.39
H 4.51 3.71 -5.68
H 0.70 1.88 -4.71
H 1.06 2.40 -6.34
H 0.99 4.76 -5.69
H -0.47 3.96 -5.13
H 0.54 5.46 -3.41
H 0.34 3.81 -2.88
H 4.27 5.46 -3.65
H 2.87 6.51 -3.40
H 3.03 5.64 -4.90
H 1.96 3.98 -1.03
H 2.20 5.67 -1.40
H 3.60 4.59 -1.32
H 4.36 1.07 -5.01
H 3.08 0.77 -6.20
H 2.80 0.39 -4.52
C -4.24 6.84 -0.47
C -3.52 7.41 -1.72
C -4.46 8.43 -2.42
C -5.62 7.77 -3.16
C -5.12 6.70 -4.13
C -4.15 5.67 -3.48
N -3.08 6.31 -2.65
O -2.14 6.86 -3.54
C -4.95 4.67 -2.60
C -3.57 4.76 -4.62
C -2.29 8.17 -1.11
H -4.14 7.50 0.39
H -5.32 6.72 -0.61
H -3.82 5.87 -0.18
H -3.89 9.04 -3.14
H -4.86 9.14 -1.68
H -6.32 7.32 -2.45
H -6.19 8.52 -3.71
H -5.98 6.18 -4.56
H -4.62 7.21 -4.96
H -4.27 4.00 -2.06
H -5.61 4.04 -3.21
H -5.60 5.15 -1.87
H -3.08 5.34 -5.40
H -4.37 4.20 -5.11
H -2.86 4.04 -4.22
H -1.65 7.47 -0.56
H -2.62 8.94 -0.40
H -1.68 8.68 -1.85
C -2.06 -10.21 4.49
C -2.54 -9.37 5.71
C -3.87 -8.66 5.32
C -3.68 -7.51 4.34
C -2.63 -6.52 4.85
C -1.30 -7.18 5.27
N -1.49 -8.39 6.14
O -1.83 -7.93 7.42
C -0.48 -7.57 4.02
C -0.41 -6.09 5.95
C -2.82 -10.44 6.81
H -2.55 -11.19 4.46
H -2.28 -9.76 3.53
H -0.98 -10.41 4.55
H -4.37 -8.27 6.22
H -4.57 -9.39 4.88
H -3.38 -7.89 3.36
H -4.63 -6.99 4.19
H -2.45 -5.76 4.08
H -3.07 -5.98 5.71
H 0.43 -8.13 4.30
H -0.15 -6.69 3.46
H -1.03 -8.17 3.30
H -0.90 -5.61 6.80
H -0.17 -5.28 5.25
H 0.55 -6.51 6.30
H -1.90 -10.99 7.05
H -3.56 -11.18 6.47
H -3.22 -10.02 7.74